The following is a DFT calculation (ωB97M-V with the def2-TZVPD basis set) of a 5-piece molecular cluster, C35H77FN2O19P4 overall.

Summary:
Energy ... -119298.6155 eV
LUMO level ... -0.44 eV
HOMO energy ... -0.354 hartree
SMILES ... C[C@H](O)CO[C@@](F)(C#N)[C@@](C)(C#N)C[C@H](C)O.CCOP(=O)(OCC)OCC.CCOP(=O)(OCC)OCC.CCOP(=O)(OCC)OCC.CCOP(=O)(OCC)OCC
Total charge ... 0
Spin multiplicity ... 1
Frontier orbital gap ... 9.1877 eV

```
138
Properties=species:S:1:pos:R:3:forces:R:3
C 6.687 -5.315 0.996 -0.010 0.368 -0.071
C 7.052 -4.407 -0.198 -0.557 0.031 0.412
O 8.467 -4.507 -0.377 -0.256 0.599 0.062
C 6.633 -2.917 -0.005 1.308 0.063 -1.227
O 5.211 -2.716 -0.064 0.313 -0.592 1.015
C 4.678 -2.288 1.137 -0.763 0.590 -0.569
F 5.153 -3.022 2.205 0.231 0.503 -0.246
C 5.054 -0.821 1.299 -1.069 -4.430 0.128
N 5.329 0.248 1.486 0.668 3.438 0.449
C 3.116 -2.501 1.147 0.302 0.979 -0.380
C 2.553 -1.851 2.445 -0.022 0.156 0.334
C 2.581 -1.704 -0.020 1.586 -2.891 3.451
N 2.190 -1.205 -0.944 -1.259 1.905 -2.908
C 2.881 -4.034 1.049 -0.724 -0.235 0.700
C 1.463 -4.460 0.579 0.169 -1.418 -0.604
C 1.276 -4.463 -0.975 -0.027 0.937 0.337
O 0.400 -3.750 1.229 0.414 -0.106 -0.083
H 7.125 -6.320 0.852 -0.203 0.556 0.092
H 7.101 -4.839 1.907 -0.110 -0.458 -0.396
H 5.596 -5.409 1.146 0.480 0.017 -0.199
H 6.562 -4.731 -1.139 0.135 -0.042 0.487
H 8.855 -3.619 -0.400 -0.029 -0.270 -0.058
H 7.123 -2.450 0.873 -0.521 -0.382 -0.153
H 7.054 -2.387 -0.890 -0.343 -0.164 0.472
H 1.481 -2.049 2.598 0.497 -0.095 -0.355
H 2.671 -0.750 2.409 0.050 -0.573 -0.014
H 3.100 -2.233 3.325 -0.206 0.126 -0.426
H 3.007 -4.430 2.081 -0.013 0.372 -0.479
H 3.647 -4.563 0.451 -0.469 0.555 -0.002
H 1.346 -5.524 0.885 0.306 0.539 -0.131
H 0.286 -4.003 -1.161 0.475 -0.419 -0.153
H 1.333 -5.472 -1.414 -0.133 0.358 0.345
H 2.030 -3.834 -1.487 -0.391 -0.318 0.275
H 0.075 -4.334 1.926 -0.049 0.338 -0.102
O -3.456 -1.427 -2.894 0.822 0.595 -3.667
P -3.258 0.062 -2.988 -1.212 1.640 7.807
O -2.068 0.299 -1.875 -0.198 -0.055 -0.944
C -0.767 -0.218 -2.124 0.431 -0.055 0.192
C -0.069 0.495 -3.266 -0.117 -0.052 -0.207
O -4.544 0.555 -2.092 0.010 0.204 -0.987
C -5.602 -0.347 -1.770 -0.171 -0.185 0.206
C -5.326 -1.087 -0.476 0.074 -0.002 0.251
O -3.127 1.657 -3.526 0.198 -2.393 -2.358
C -2.988 1.894 -4.930 0.101 0.302 -0.425
C -3.977 1.113 -5.773 -0.138 -0.053 0.146
H -0.816 -1.295 -2.311 -0.045 0.007 0.002
H -0.194 -0.075 -1.207 -0.162 0.011 0.011
H -0.524 0.215 -4.224 0.054 0.026 -0.023
H 0.986 0.222 -3.307 -0.045 -0.052 0.046
H -0.151 1.577 -3.157 0.013 -0.008 0.063
H -5.787 -1.031 -2.599 0.161 -0.087 0.078
H -6.513 0.249 -1.658 0.159 0.160 -0.059
H -4.304 -1.464 -0.425 -0.040 -0.065 -0.225
H -6.013 -1.928 -0.360 -0.013 0.037 0.009
H -5.453 -0.419 0.379 -0.054 0.005 -0.029
H -1.963 1.667 -5.239 0.012 0.018 0.004
H -3.139 2.963 -5.088 0.007 -0.018 0.202
H -3.842 0.032 -5.649 0.052 0.026 -0.046
H -3.845 1.348 -6.830 -0.001 -0.024 0.022
H -5.003 1.351 -5.485 0.041 0.041 -0.030
O 10.289 -0.150 -0.186 0.819 0.431 -3.670
P 10.506 1.332 -0.333 -1.298 1.999 7.693
O 11.726 1.581 0.750 -0.120 -0.110 -0.895
C 13.005 1.029 0.477 0.378 -0.072 0.150
C 13.684 1.699 -0.703 -0.126 -0.055 -0.157
O 9.238 1.876 0.557 0.191 0.027 -1.041
C 8.173 0.994 0.917 -0.112 -0.113 0.281
C 8.452 0.298 2.237 0.154 0.009 0.172
O 10.657 2.906 -0.922 0.205 -2.509 -2.271
C 10.778 3.097 -2.335 0.086 0.302 -0.469
C 9.763 2.308 -3.137 -0.152 -0.051 0.161
H 12.926 -0.050 0.318 -0.050 0.010 -0.011
H 13.608 1.181 1.375 -0.171 0.042 0.033
H 13.195 1.408 -1.639 0.072 0.015 -0.021
H 14.732 1.402 -0.772 -0.039 -0.035 0.000
H 13.630 2.785 -0.619 0.021 -0.009 0.062
H 7.979 0.282 0.113 0.131 -0.060 0.064
H 7.272 1.598 1.013 0.204 0.165 -0.060
H 9.472 -0.083 2.293 -0.037 -0.064 -0.212
H 7.762 -0.533 2.388 0.002 0.046 0.053
H 8.334 0.995 3.069 -0.075 -0.010 -0.031
H 11.794 2.843 -2.653 0.011 0.025 0.003
H 10.642 4.163 -2.524 0.008 -0.014 0.209
H 9.882 1.228 -2.981 0.061 0.024 -0.051
H 9.882 2.507 -4.203 0.003 -0.026 0.025
H 8.746 2.571 -2.841 0.034 0.032 -0.027
O -9.489 1.330 -2.479 -1.434 2.902 1.940
P -10.616 1.830 -3.339 0.804 -5.338 -5.856
O -11.541 0.471 -3.469 0.013 0.775 0.438
C -12.201 -0.020 -2.311 -0.213 -0.312 0.166
C -13.314 0.902 -1.846 0.108 0.172 0.054
O -9.869 1.786 -4.804 -0.279 0.822 0.439
C -8.451 1.658 -4.892 0.280 -0.176 -0.001
C -8.022 0.204 -4.936 -0.015 -0.225 -0.133
O -11.814 2.762 -4.074 1.122 1.046 2.995
C -12.233 3.968 -3.426 -0.322 0.460 0.071
C -11.077 4.831 -2.959 0.170 -0.096 -0.112
H -11.479 -0.193 -1.508 0.032 0.036 -0.027
H -12.625 -0.990 -2.580 0.108 0.058 -0.132
H -12.893 1.812 -1.402 -0.068 -0.010 0.037
H -13.929 0.419 -1.086 0.052 0.006 0.006
H -13.949 1.197 -2.681 -0.002 -0.064 -0.015
H -7.967 2.198 -4.078 -0.052 -0.158 0.090
H -8.141 2.154 -5.816 -0.236 0.015 -0.011
H -8.538 -0.403 -4.191 0.061 0.191 0.159
H -6.946 0.119 -4.768 -0.027 -0.020 -0.007
H -8.255 -0.236 -5.908 0.034 0.053 -0.014
H -12.888 3.723 -2.585 -0.022 0.000 -0.014
H -12.834 4.524 -4.148 0.031 -0.186 -0.093
H -10.459 4.307 -2.220 -0.065 0.028 0.037
H -11.449 5.746 -2.496 0.017 -0.030 0.007
H -10.430 5.097 -3.796 -0.051 0.020 0.008
O -2.072 2.108 4.789 -1.024 1.508 3.340
P -2.060 0.943 5.739 2.304 -5.537 -5.320
O -0.497 0.432 5.591 -0.490 0.437 0.571
C 0.544 1.268 6.077 0.387 0.066 0.007
C 0.540 1.376 7.591 -0.175 0.097 0.035
O -2.799 -0.178 4.793 -0.394 0.372 0.859
C -3.506 0.210 3.613 0.011 0.067 -0.367
C -2.597 0.233 2.399 0.157 -0.134 -0.145
O -2.319 -0.106 7.036 -0.701 3.234 0.529
C -2.886 0.424 8.238 -0.159 -0.020 0.522
C -4.097 1.302 7.995 -0.051 -0.052 -0.207
H 0.479 2.258 5.617 -0.048 -0.013 -0.010
H 1.484 0.818 5.749 -0.132 -0.078 -0.078
H -0.308 1.984 7.926 0.054 0.010 0.053
H 1.452 1.853 7.951 -0.032 0.024 -0.035
H 0.451 0.391 8.051 0.046 -0.018 -0.040
H -4.005 1.168 3.764 0.184 0.055 -0.005
H -4.298 -0.527 3.456 0.117 -0.086 0.193
H -1.647 0.725 2.605 -0.143 0.177 0.106
H -3.081 0.746 1.566 0.016 -0.052 -0.013
H -2.357 -0.784 2.082 -0.065 0.005 -0.017
H -2.121 0.978 8.791 0.007 -0.019 0.017
H -3.173 -0.428 8.857 0.106 -0.085 -0.155
H -3.841 2.179 7.387 0.024 0.013 0.075
H -4.505 1.660 8.941 0.016 0.009 -0.029
H -4.874 0.751 7.462 0.016 -0.009 0.051
```
Positions in Å, forces in eV/Å.

Atom charges from the Mulliken analysis, given in e for atoms 1 to 99:
1 C -1.091
2 C 0.612
3 O -0.566
4 C -1.077
5 O -0.332
6 C 1.443
7 F -0.339
8 C -0.360
9 N -0.343
10 C 2.404
11 C -2.076
12 C -0.892
13 N -0.361
14 C -1.063
15 C -0.063
16 C -1.271
17 O -0.474
18 H 0.404
19 H 0.233
20 H 0.177
21 H 0.216
22 H 0.323
23 H 0.466
24 H 0.417
25 H 0.492
26 H 0.435
27 H 0.355
28 H 0.415
29 H 0.189
30 H 0.573
31 H 0.244
32 H 0.337
33 H 0.299
34 H 0.298
35 O -0.764
36 P 1.088
37 O -0.376
38 C -0.138
39 C -1.000
40 O -0.334
41 C -0.231
42 C -1.075
43 O -0.335
44 C -0.223
45 C -0.960
46 H 0.237
47 H 0.215
48 H 0.184
49 H 0.438
50 H 0.287
51 H 0.283
52 H 0.376
53 H 0.255
54 H 0.374
55 H 0.237
56 H 0.203
57 H 0.346
58 H 0.352
59 H 0.445
60 H 0.107
61 O -0.774
62 P 1.232
63 O -0.373
64 C -0.312
65 C -0.955
66 O -0.408
67 C -0.261
68 C -0.967
69 O -0.319
70 C -0.180
71 C -1.130
72 H 0.244
73 H 0.339
74 H 0.187
75 H 0.438
76 H 0.259
77 H 0.163
78 H 0.399
79 H 0.317
80 H 0.219
81 H 0.292
82 H 0.207
83 H 0.323
84 H 0.368
85 H 0.393
86 H 0.284
87 O -0.690
88 P 1.080
89 O -0.383
90 C -0.315
91 C -0.960
92 O -0.372
93 C -0.386
94 C -0.737
95 O -0.304
96 C -0.169
97 C -1.137
98 H 0.235
99 H 0.352